1.
{
  "formula": "C12H30ClN2O4Zn",
  "method": "wB97M-V/def2-TZVPD",
  "de_lowest_kcal_mol": 85.8,
  "charge": 1,
  "species": ["Zn", "Cl", "C", "O", "C", "C", "N", "C", "C", "O", "C", "H", "H", "H", "H", "H", "H", "H", "H", "H", "H", "H", "H", "H", "H", "H", "C", "O", "C", "C", "N", "C", "C", "O", "C", "H", "H", "H", "H", "H", "H", "H", "H", "H", "H", "H", "H", "H", "H", "H"],
  "positions_angstrom": [[-1.912311, 4.224888, -0.315697], [-0.967246, 2.327691, -1.178408], [-6.320624, 0.944458, 1.809170], [-5.064661, 1.541119, 1.427444], [-4.556198, 1.025389, 0.237677], [-3.560010, -0.153269, 0.457237], [-2.425902, 0.366413, 1.230613], [-1.737413, -0.769596, 1.890826], [-0.392816, -0.330183, 2.512058], [-0.828313, 0.384846, 3.666809], [0.280095, 1.044386, 4.328685], [-7.034982, 1.013288, 0.978659], [-6.683526, 1.534949, 2.639419], [-6.139981, -0.129300, 1.889222], [-3.902836, 1.811413, -0.163627], [-5.330417, 0.821496, -0.506834], [-3.090413, -0.530537, -0.459857], [-4.056430, -0.980587, 0.960779], [-1.644269, 0.684787, 0.665728], [-1.653698, -1.572841, 1.144044], [-2.378473, -1.133443, 2.696790], [0.121796, 0.337292, 1.814410], [0.167231, -1.233213, 2.750364], [0.498082, 2.016363, 3.887432], [1.163302, 0.418884, 4.177541], [-0.012075, 1.017940, 5.372903], [0.953131, -3.308733, -0.286438], [0.249987, -2.084345, -0.079654], [0.609098, -1.064342, -1.007898], [1.936447, -0.449619, -0.556057], [2.316516, 0.831894, -1.151524], [2.778582, 0.726057, -2.557171], [4.287688, 0.468785, -2.550494], [4.807249, 0.688019, -3.868673], [6.110732, 0.119877, -3.982084], [2.016618, -3.152249, -0.462650], [0.472363, -3.784666, -1.147178], [0.831614, -3.972332, 0.565379], [-0.192618, -0.320572, -1.004420], [0.610272, -1.535838, -1.995946], [2.729956, -1.172677, -0.729678], [1.876482, -0.272756, 0.516958], [1.560135, 1.499668, -1.232457], [2.591059, 1.697248, -3.012930], [2.279297, -0.063047, -3.124929], [4.544828, -0.536749, -2.205027], [4.809664, 1.167029, -1.891935], [6.572828, 0.687317, -4.786781], [6.048492, -0.922760, -4.319958], [6.661690, 0.072180, -3.041843]],
  "atomic_forces_ev_per_a": [[0.633, -2.001, -0.492], [-0.629, 1.772, 0.498], [0.802, 0.068, -1.505], [-0.695, -0.043, 0.076], [1.166, -0.057, -0.356], [0.234, 1.275, -0.192], [0.873, -1.327, 0.838], [-0.191, 0.118, 0.356], [-2.601, 0.016, -0.071], [1.409, 0.348, -0.137], [-0.676, -1.491, -0.573], [-0.042, 0.344, 0.041], [-0.027, -0.590, 0.426], [-0.346, 0.015, 1.030], [-0.162, 0.173, -0.244], [-0.074, -0.200, 0.072], [-0.807, -0.028, -0.436], [0.206, 0.021, 0.280], [-0.786, 0.595, -0.630], [0.431, 0.018, 0.253], [0.101, -0.038, 0.067], [0.394, -0.094, 0.004], [0.446, 0.164, 0.096], [-0.249, 0.252, 0.255], [0.176, 0.076, 0.300], [0.328, 0.643, 0.126], [-0.639, 0.095, -0.596], [0.161, 0.213, 0.469], [-0.088, -0.919, 0.365], [-0.120, 0.926, -0.068], [-0.146, -0.421, -1.384], [1.033, -0.048, 0.800], [0.231, 0.509, -0.856], [-0.057, -0.604, 0.930], [-0.625, -0.355, -0.876], [0.025, -0.034, -0.049], [0.417, -0.251, -0.101], [-0.117, 0.263, 0.202], [-0.023, 0.082, 0.146], [0.310, 0.351, -0.221], [0.196, 0.118, 0.007], [-0.107, -0.288, 0.111], [-0.336, -0.177, 0.850], [0.081, -0.101, -0.277], [-0.114, 0.077, -0.088], [-0.229, -0.185, -0.041], [-0.272, 0.080, 0.298], [0.535, -0.005, 0.331], [-0.157, 0.007, -0.020], [0.128, 0.636, -0.015]],
  "lowdin_charge": [0.8928, 0.0221, -0.0604, -0.2007, -0.2424, -0.1658, -0.0187, -0.1836, -0.2112, -0.1983, -0.0704, 0.0860, 0.0943, 0.0884, 0.0616, 0.1246, 0.1255, 0.1206, 0.0114, 0.1082, 0.1293, 0.1060, 0.1299, 0.0818, 0.0826, 0.0913, -0.0693, -0.2328, -0.2047, -0.1899, -0.0481, -0.1795, -0.2261, -0.1955, -0.1071, 0.0834, 0.0950, 0.0943, 0.0665, 0.1247, 0.1105, 0.1107, 0.0205, 0.1225, 0.1187, 0.1147, 0.1253, 0.0897, 0.0867, 0.0850]
}



2.
{
  "formula": "C12H30FN9O19S",
  "method": "wB97M-V/def2-TZVPD",
  "smiles": "CC(=O)N(C)N(CC(=O)O)S(=O)(=O)F.C[N+](=O)[O-].C[N+](=O)[O-].C[N+](=O)[O-].C[N+](=O)[O-].C[N+](=O)[O-].C[N+](=O)[O-].C[N+](=O)[O-]",
  "species": ["C", "C", "O", "N", "C", "N", "C", "C", "O", "O", "S", "O", "O", "F", "H", "H", "H", "H", "H", "H", "H", "H", "H", "C", "N", "O", "O", "H", "H", "H", "C", "N", "O", "O", "H", "H", "H", "C", "N", "O", "O", "H", "H", "H", "C", "N", "O", "O", "H", "H", "H", "C", "N", "O", "O", "H", "H", "H", "C", "N", "O", "O", "H", "H", "H", "C", "N", "O", "O", "H", "H", "H"],
  "positions_angstrom": [[-1.021273, -2.869394, -1.291894], [-1.632257, -1.772658, -2.123782], [-2.744312, -1.832144, -2.584985], [-0.774584, -0.693619, -2.420440], [-1.237238, 0.263072, -3.418912], [-0.044159, -0.224691, -1.326649], [-0.531027, 0.971108, -0.611866], [-1.946691, 0.771948, -0.101341], [-2.878662, 0.556336, -0.812993], [-2.094586, 0.839430, 1.243662], [1.592895, -0.218249, -1.660392], [1.812037, -0.745953, -2.958719], [2.326792, -0.741144, -0.557897], [1.904536, 1.310255, -1.689966], [0.057943, -2.773992, -1.209112], [-1.495222, -2.932721, -0.313723], [-1.225386, -3.792115, -1.835107], [-1.142039, -0.192771, -4.405611], [-2.277198, 0.547505, -3.274367], [-0.607482, 1.152306, -3.417490], [-0.475028, 1.883886, -1.211512], [0.123850, 1.129753, 0.246848], [-1.645347, 1.642010, 1.564215], [3.220688, 0.473236, 3.191913], [1.807701, 0.775364, 2.849032], [0.934515, 0.288647, 3.539090], [1.611760, 1.487812, 1.883612], [3.228307, -0.164876, 4.065002], [3.657676, -0.023300, 2.332074], [3.725549, 1.415799, 3.382257], [5.568928, -1.370224, -0.735656], [6.171323, -0.310265, 0.115300], [7.251508, 0.136551, -0.199251], [5.528786, 0.031595, 1.089110], [6.253570, -1.586159, -1.547062], [5.421676, -2.238670, -0.100907], [4.615041, -1.006770, -1.100761], [-6.106806, 0.434947, -1.106439], [-7.496557, 0.629676, -1.603629], [-8.397577, 0.063788, -1.019867], [-7.636987, 1.352681, -2.569165], [-6.137204, -0.223973, -0.247985], [-5.524032, 0.002350, -1.913764], [-5.714733, 1.410960, -0.841021], [-2.872366, 5.230074, -0.811592], [-1.922477, 4.282122, -1.454888], [-2.366326, 3.243851, -1.902197], [-0.751109, 4.601735, -1.479579], [-3.866045, 4.802459, -0.865070], [-2.549232, 5.362470, 0.216971], [-2.810541, 6.167023, -1.356282], [1.947525, -3.541640, 4.261034], [2.553005, -2.505620, 5.140182], [3.650897, -2.071323, 4.839846], [1.906065, -2.151062, 6.098750], [2.637433, -3.748763, 3.452197], [1.772182, -4.421641, 4.871917], [1.009559, -3.136816, 3.892364], [-0.154542, 3.775498, 5.026884], [-0.972666, 3.635281, 3.792850], [-1.921568, 4.373787, 3.641877], [-0.623279, 2.772793, 3.011769], [-0.577125, 4.572434, 5.626107], [-0.189308, 2.821061, 5.544029], [0.860107, 4.004217, 4.715218], [1.808412, -4.411636, -4.915891], [0.699997, -4.751994, -3.982313], [0.934084, -4.731912, -2.791082], [-0.373032, -5.018725, -4.478133], [2.692200, -4.193384, -4.329329], [1.958894, -5.269553, -5.563792], [1.490561, -3.548064, -5.491699]],
  "atomic_forces_ev_per_a": [[-0.034, -0.071, -0.216], [0.030, -0.034, 0.284], [0.270, -0.053, -0.344], [-0.736, 0.281, 0.130], [0.018, 0.124, -0.411], [0.372, 0.129, -0.618], [0.405, 0.278, 0.570], [-0.190, -0.002, 0.134], [-0.112, -0.345, -0.112], [-0.183, 0.570, -0.273], [-0.071, -1.004, 0.171], [0.084, 0.297, 0.050], [-0.190, 0.390, 0.062], [0.056, 0.156, -0.128], [-0.057, 0.028, 0.208], [0.033, 0.068, 0.032], [-0.082, -0.019, 0.137], [-0.014, -0.045, 0.067], [0.034, 0.031, 0.191], [0.023, -0.066, 0.152], [-0.218, -0.192, -0.222], [0.076, -0.166, -0.084], [0.361, -0.368, 0.481], [-0.029, -0.009, 0.135], [0.050, 0.002, -0.001], [-0.016, -0.095, -0.065], [0.029, -0.037, -0.048], [0.004, 0.130, -0.020], [0.030, 0.087, -0.053], [-0.001, 0.033, -0.139], [0.163, -0.121, -0.182], [-0.010, -0.047, -0.006], [-0.041, 0.018, -0.005], [0.070, 0.055, 0.011], [0.046, 0.039, 0.025], [-0.081, 0.018, 0.020], [-0.061, 0.013, 0.118], [0.059, -0.116, 0.077], [0.018, 0.009, 0.015], [-0.001, 0.002, -0.007], [-0.005, 0.007, 0.008], [-0.040, -0.007, -0.001], [0.041, 0.065, -0.021], [0.039, 0.015, -0.083], [-0.125, -0.026, -0.009], [0.042, -0.025, -0.001], [-0.045, 0.117, -0.018], [-0.020, -0.001, 0.032], [0.011, -0.029, -0.021], [0.048, 0.035, -0.014], [0.057, 0.024, 0.034], [0.060, -0.026, -0.115], [0.022, 0.039, 0.056], [-0.051, -0.229, 0.052], [0.002, -0.013, 0.008], [0.024, 0.023, 0.013], [-0.063, 0.024, 0.027], [-0.030, -0.005, 0.054], [-0.040, 0.078, 0.100], [-0.120, 0.076, 0.006], [0.045, -0.026, -0.025], [-0.089, 0.018, -0.105], [-0.028, 0.008, -0.025], [0.053, -0.035, -0.052], [0.014, -0.063, -0.019], [0.110, 0.031, 0.050], [-0.028, 0.075, -0.007], [0.111, -0.097, -0.023], [0.012, -0.013, 0.004], [-0.021, 0.006, 0.031], [-0.055, 0.014, -0.043], [-0.037, -0.027, -0.032]],
  "lowdin_charge": [0.0184, -0.4723, 0.0968, -0.1282, -0.0182, -0.1639, -0.0690, -0.4717, 0.1358, 0.1090, 0.6191, -0.2265, -0.2498, -0.1188, 0.0603, 0.0938, 0.0781, 0.0981, 0.0834, 0.0935, 0.1033, 0.1017, 0.0783, 0.0583, -0.4199, 0.0636, 0.0362, 0.0606, 0.0760, 0.1101, 0.0534, -0.4379, 0.0808, 0.0468, 0.0959, 0.1057, 0.0685, 0.0386, -0.4559, 0.0605, 0.0539, 0.0955, 0.0982, 0.0929, 0.0597, -0.4339, 0.0640, 0.0694, 0.0963, 0.0990, 0.1021, 0.0531, -0.4431, 0.0361, 0.0768, 0.0943, 0.1004, 0.1017, 0.0616, -0.4252, 0.0810, 0.0415, 0.0959, 0.1057, 0.1039, 0.0492, -0.4421, 0.0530, 0.0740, 0.0923, 0.0988, 0.1016]
}



Computed largest force on an atom (eV Å⁻¹) in order:
2.60 1.02
Computed orbital gap (eV) in order:
3.07 9.47
Computed E_HOMO (hartree) in order:
-0.4182 -0.3595